8
Properties=species:S:1:pos:R:3:forces:R:3:nbo_charge:R:1 method="wB97M-V/def2-TZVPD" orbital_gap_ev=8.58 e_tot_ev=-14008.11986 e_homo_ha=-0.2809 lumo_energy_ev=0.938 charge=0 de_lowest_kcal_mol=33.6
C 0.739 0.319 0.800 -0.689 3.075 -0.665 -0.66
C -0.278 0.003 -0.254 0.859 1.308 1.575 -0.04
C -0.831 -0.753 -1.092 0.223 -2.238 -1.693 -0.28
S -1.857 0.758 -0.825 -0.074 -0.157 -0.228 0.00
H 1.441 1.222 0.487 -1.486 -1.842 0.375 0.24
H 1.330 -0.565 0.853 0.570 -0.535 0.960 0.24
H 0.165 0.727 1.720 1.198 -1.257 -1.215 0.25
H -0.708 -1.711 -1.689 -0.601 1.646 0.890 0.26



10
Properties=species:S:1:pos:R:3:forces:R:3:nbo_charge:R:1 method="wB97M-V/def2-TZVPD" orbital_gap_ev=9.08 e_tot_ev=-29377.32060 e_homo_ha=-0.3466 lumo_energy_ev=-0.347 charge=0 de_lowest_kcal_mol=15.2
O -0.265 -1.952 -0.915 0.268 2.860 1.999 -0.54
C -0.137 -0.872 -0.293 -1.282 -3.264 0.385 0.59
N -0.460 -0.725 1.094 0.090 -1.173 -1.298 -0.78
S 0.217 0.464 2.130 -0.895 -0.204 -0.454 0.21
C 0.216 0.348 -1.057 -0.574 0.865 0.644 0.15
O 1.423 0.286 -1.550 0.629 -0.358 0.010 -0.61
S -0.831 1.579 -1.202 0.131 -0.093 -0.140 -0.05
H -0.910 -1.581 1.502 0.883 1.261 -0.528 0.42
H -0.871 1.297 2.197 0.535 -0.356 -0.089 0.12
H 1.617 1.155 -1.906 0.215 0.462 -0.530 0.50